Run one
The molecule C23H31N3O6S. Source: the Open Molecules 2025 dataset; level of theory: wB97M-V/def2-TZVPD.

Geometry as ORCA input:
```
! RIJCOSX wB97M-V def2-TZVPD def2/J DEFGRID3
* xyz 0 1
C 0.796 3.224 -3.099
O -0.149 3.423 -2.066
C -1.035 2.441 -1.795
C -1.147 1.246 -2.505
C -2.105 0.317 -2.138
C -2.930 0.559 -1.057
S -4.140 -0.668 -0.565
O -4.681 -1.286 -1.742
O -5.034 -0.063 0.376
N -3.304 -1.853 0.262
C -2.609 -2.846 -0.523
C -1.098 -2.616 -0.511
C -0.557 -2.762 0.923
C 0.675 -1.887 1.164
O 0.895 -1.326 2.223
N 1.544 -1.822 0.136
C 2.696 -0.937 0.183
C 2.161 0.486 -0.062
O 1.935 0.906 -1.182
N 1.949 1.182 1.065
C 1.347 2.495 1.081
C 0.093 2.520 1.897
C -0.568 1.544 2.581
C -1.701 2.170 3.162
C -1.637 3.475 2.794
O -0.551 3.700 2.029
C 3.742 -1.335 -0.861
C 4.195 -2.777 -0.651
C 4.934 -0.385 -0.780
C -1.646 -2.430 1.955
C -2.586 -1.357 1.422
C -2.833 1.743 -0.347
C -1.900 2.686 -0.722
H 1.427 2.359 -2.883
H 0.305 3.102 -4.069
H 1.402 4.128 -3.114
H -0.498 1.036 -3.339
H -2.233 -0.593 -2.704
H -2.837 -3.840 -0.121
H -3.019 -2.791 -1.532
H -0.904 -1.606 -0.884
H -0.625 -3.334 -1.184
H -0.228 -3.795 1.086
H 1.287 -2.175 -0.771
H 3.119 -1.007 1.191
H 1.998 0.694 1.949
H 2.062 3.223 1.490
H 1.133 2.779 0.046
H -0.286 0.517 2.677
H -2.451 1.704 3.766
H -2.271 4.314 2.999
H 3.282 -1.233 -1.850
H 3.359 -3.469 -0.701
H 4.668 -2.883 0.323
H 4.917 -3.056 -1.415
H 5.681 -0.657 -1.522
H 5.394 -0.434 0.205
H 4.621 0.639 -0.968
H -1.167 -2.072 2.867
H -2.225 -3.321 2.198
H -3.332 -1.078 2.169
H -2.009 -0.456 1.167
H -3.505 1.909 0.479
H -1.815 3.627 -0.204
*
```

HOMO level: -8.60 eV
Orbital gap: 9.06 eV

=====

Run two
The molecule C23H31N3O6S. Source: the Open Molecules 2025 dataset; level of theory: wB97M-V/def2-TZVPD.

Geometry as ORCA input:
```
! RIJCOSX wB97M-V def2-TZVPD def2/J DEFGRID3
* xyz 0 1
C 5.234 2.678 -1.728
C 4.578 1.430 -1.143
N 3.156 1.602 -0.957
C 2.303 1.778 -2.109
C 2.371 0.650 -3.139
S 2.464 0.930 0.391
O 1.185 1.567 0.564
O 3.407 1.048 1.465
C 2.133 -0.806 0.015
C 0.864 -1.038 -0.475
C 0.442 -2.328 -0.782
N -0.873 -2.477 -1.228
C -1.717 -3.493 -0.923
O -1.385 -4.598 -0.559
C -3.207 -3.100 -1.053
C -3.632 -2.865 -2.498
O -3.513 -2.021 -0.152
C -3.099 -0.750 -0.368
O -2.568 -0.375 -1.403
C -3.293 0.072 0.793
N -3.946 -0.387 1.917
C -3.870 0.522 2.897
C -4.502 0.313 4.218
C -3.118 1.609 2.427
C -2.759 2.737 3.293
C -1.611 3.611 2.858
O -3.340 2.934 4.343
C -2.762 1.327 1.083
C -1.991 2.159 0.127
C 1.322 -3.389 -0.592
C 2.593 -3.136 -0.114
C 3.034 -1.849 0.198
C 4.427 -1.644 0.704
H 6.314 2.560 -1.713
H 4.967 3.547 -1.134
H 4.920 2.843 -2.755
H 4.794 0.561 -1.780
H 4.979 1.245 -0.147
H 1.293 1.866 -1.710
H 2.559 2.728 -2.588
H 2.194 -0.315 -2.671
H 1.609 0.813 -3.897
H 3.340 0.629 -3.631
H 0.189 -0.203 -0.581
H -1.307 -1.602 -1.525
H -3.782 -3.933 -0.634
H -3.067 -2.060 -2.958
H -4.690 -2.611 -2.531
H -3.472 -3.781 -3.060
H -4.397 -1.287 1.970
H -5.442 0.863 4.272
H -3.862 0.710 5.002
H -4.698 -0.743 4.391
H -1.288 4.212 3.704
H -1.942 4.280 2.067
H -0.783 3.015 2.484
H -2.307 3.198 0.170
H -2.137 1.785 -0.882
H -0.925 2.116 0.361
H 0.998 -4.395 -0.800
H 3.271 -3.963 0.032
H 4.763 -2.524 1.248
H 5.110 -1.485 -0.130
H 4.470 -0.777 1.356
*
```

HOMO level: -8.66 eV
Orbital gap: 9.24 eV

=====

We find run two to be the most stable, with the next structure 0.0211 hartree higher.

=====

Run one
The molecule C24H29N3O5. Source: the Open Molecules 2025 dataset; level of theory: wB97M-V/def2-TZVPD.

Geometry as ORCA input:
```
! RIJCOSX wB97M-V def2-TZVPD def2/J DEFGRID3
* xyz 0 1
C 0.186 -3.167 -0.804
C 0.892 -2.627 0.436
O 1.674 -1.483 0.165
C 1.068 -0.284 -0.055
C -0.273 -0.006 0.137
C -0.770 1.283 -0.071
C -2.203 1.633 0.144
O -2.547 2.727 0.543
N -3.066 0.620 -0.171
C -4.460 0.593 -0.090
C -5.210 1.643 0.431
C -6.585 1.544 0.485
C -7.245 0.405 0.028
N -8.641 0.375 0.112
C -9.506 -0.616 -0.253
C -10.951 -0.234 0.004
O -9.176 -1.679 -0.727
C -6.494 -0.646 -0.491
C -5.120 -0.547 -0.547
C 0.096 2.294 -0.455
C 1.438 2.027 -0.671
C 1.935 0.748 -0.489
O 3.227 0.369 -0.673
C 4.163 1.339 -1.086
C 5.516 0.683 -1.392
O 6.054 0.898 -2.464
N 6.064 -0.096 -0.446
C 5.582 -0.312 0.898
C 6.557 0.303 1.905
C 7.949 -0.294 1.714
C 8.399 -0.098 0.268
C 7.365 -0.692 -0.686
H -0.367 -4.067 -0.551
H 0.920 -3.405 -1.569
H -0.503 -2.431 -1.212
H 1.614 -3.364 0.799
H 0.174 -2.428 1.242
H -0.934 -0.778 0.500
H -2.658 -0.211 -0.576
H -4.712 2.530 0.785
H -7.158 2.367 0.890
H -9.050 1.214 0.500
H -11.105 -0.031 1.062
H -11.594 -1.055 -0.299
H -11.213 0.654 -0.567
H -6.992 -1.532 -0.848
H -4.547 -1.369 -0.954
H -0.293 3.291 -0.590
H 2.088 2.828 -0.983
H 4.299 2.110 -0.312
H 3.843 1.825 -2.016
H 4.584 0.101 1.020
H 5.517 -1.393 1.067
H 6.197 0.118 2.918
H 6.601 1.384 1.750
H 8.658 0.177 2.397
H 7.919 -1.362 1.944
H 9.365 -0.576 0.101
H 8.505 0.968 0.058
H 7.633 -0.495 -1.725
H 7.288 -1.773 -0.530
*
```

HOMO level: -7.93 eV
Orbital gap: 8.51 eV

=====

Run two
A structure of composition C24H29N3O5. Source: the Open Molecules 2025 dataset; level of theory: wB97M-V/def2-TZVPD.

Geometry as ORCA input:
```
! RIJCOSX wB97M-V def2-TZVPD def2/J DEFGRID3
* xyz 0 1
C -1.208 -1.231 2.810
H -1.726 -1.332 1.825
O 0.201 -0.690 2.389
C 0.883 -1.597 1.604
C 2.130 -1.248 1.226
C 2.930 -1.860 0.619
C 2.520 -3.123 0.190
C 1.320 -3.458 0.159
C 0.390 -2.753 0.974
H -0.507 -3.222 1.220
H 0.979 -4.222 -0.129
H 3.189 -3.441 -0.709
N 4.238 -1.345 0.157
C 4.882 -1.154 -0.889
O 4.819 -2.202 -1.809
C 5.586 -0.004 -1.149
O 5.201 1.045 -0.625
C 3.775 1.396 -0.653
C 3.020 0.881 -1.615
C 1.525 0.998 -1.270
C 1.005 1.824 -0.520
C 1.843 2.687 0.461
C 3.312 2.511 0.218
H 3.954 3.004 0.938
H 1.600 3.479 0.781
N -0.245 1.929 -0.203
C -0.928 2.450 0.781
O -0.408 3.641 1.461
C -2.477 2.169 0.963
H -3.014 3.028 1.058
C -2.635 1.541 -0.494
C -3.583 0.203 -0.312
O -3.091 -0.847 0.056
N -4.884 0.406 -0.188
H -5.190 1.409 -0.367
C -5.859 -0.241 0.105
H -6.451 -0.144 0.779
H -5.397 -1.370 0.538
C -6.854 -0.551 -1.122
C -8.091 -1.418 -0.691
H -8.459 -1.253 0.227
H -8.794 -1.578 -1.389
H -7.680 -2.572 -0.508
C -6.114 -1.243 -2.327
H -6.830 -1.127 -3.286
H -5.098 -0.488 -2.623
H -5.554 -2.188 -2.104
H -7.128 0.243 -1.334
C -1.212 1.102 -0.985
H -1.251 1.165 -1.914
H -1.027 0.019 -0.633
H -3.078 2.125 -1.245
H -2.312 1.619 1.627
H 0.965 0.280 -1.908
H 3.376 0.002 -2.177
H 5.728 0.204 -2.160
H 6.661 -0.134 -0.982
H 4.306 -0.313 0.858
H 2.408 -0.021 1.826
H -1.532 -0.486 3.679
H -1.170 -2.262 3.165
*
```

HOMO level: -8.62 eV
Orbital gap: 8.84 eV

=====

We find run one to be the most stable, with the next structure 0.8957 hartree higher.

=====

Run one
The molecule C10H13NO2. Source: the Open Molecules 2025 dataset; level of theory: wB97M-V/def2-TZVPD.

Geometry as ORCA input:
```
! RIJCOSX wB97M-V def2-TZVPD def2/J DEFGRID3
* xyz 0 1
C -1.143 -1.058 -2.545
C -2.087 -0.137 -2.407
C -0.115 -1.030 -1.644
C -2.066 0.783 -1.352
C 0.075 -0.167 -0.589
C -0.963 0.904 -0.533
C 1.220 -0.166 0.363
C 0.783 0.101 1.757
C 2.153 0.904 -0.130
C -0.176 -0.844 2.368
N -0.740 1.863 0.433
O 1.780 -1.491 0.456
O 1.389 1.037 2.520
H -1.037 -1.543 -3.421
H -2.944 -0.114 -2.982
H 0.604 -1.816 -1.762
H -2.935 1.461 -1.197
H 3.081 0.967 0.327
H 1.526 1.898 0.083
H 2.374 0.818 -1.247
H -0.782 -1.353 1.527
H -0.816 -0.481 3.114
H 0.219 -1.598 2.988
H -1.709 2.288 0.563
H 1.119 -2.057 -0.084
H 1.192 0.833 3.395
*
```

HOMO level (alpha / beta): -6.42 / -6.94 eV
Orbital gap (alpha / beta): 5.35 / 6.62 eV

=====

Run two
The molecule C10H13NO2. Source: the Open Molecules 2025 dataset; level of theory: wB97M-V/def2-TZVPD.

Geometry as ORCA input:
```
! RIJCOSX wB97M-V def2-TZVPD def2/J DEFGRID3
* xyz 0 1
N -2.493 1.593 -2.761
C -1.809 0.865 -1.793
C -1.128 -0.309 -2.094
C -0.493 -1.088 -1.127
C -0.600 -0.753 0.226
C 0.015 -1.633 1.252
C 1.538 -1.419 1.371
C 1.918 -0.023 1.922
C 2.545 0.893 0.881
O 3.605 1.450 1.075
O 1.877 1.108 -0.334
C -1.283 0.430 0.568
C -1.902 1.232 -0.413
H -2.020 1.721 -3.657
H -2.926 2.497 -2.385
H -1.073 -0.695 -3.093
H 0.095 -1.924 -1.483
H -0.453 -1.490 2.224
H -0.133 -2.659 0.988
H 2.042 -1.509 0.421
H 1.891 -2.248 2.056
H 0.986 0.513 2.272
H 2.664 -0.097 2.729
H 1.030 0.652 -0.271
H -1.465 0.750 1.623
H -2.431 2.140 -0.196
*
```

HOMO level: -8.37 eV
Orbital gap: 9.19 eV

=====

We find run two to be the most stable, with the next structure 0.1789 hartree higher.